A 3-piece molecular cluster, C13H36N4OP overall at a distorted geometry. Source: the Open Molecules 2025 dataset; level of theory: ωB97M-V/def2-TZVPD.

Properties
**Calculated total energy**: -1152.34059 Eh
**Largest force on an atom**: 1.4 eV/A
**Charge**: +1
**Spin multiplicity**: 1
**E_HOMO**: -13.12 eV
**HOMO-LUMO gap**: 0.3233 hartree

```
55
Properties=species:S:1:pos:R:3:forces:R:3
N -1.123 -1.595 0.629 0.54 -0.20 1.25
C -0.040 -0.874 0.251 -0.19 0.27 -0.50
N 0.838 -0.357 1.173 -0.77 0.53 0.07
N 0.162 -0.648 -1.039 0.81 -0.80 0.50
P 0.519 -2.123 -2.129 0.09 0.47 -0.63
N 1.439 -3.030 -1.059 0.00 -0.07 -0.11
O -0.877 -2.911 -1.930 -0.15 0.12 0.40
H -1.073 -2.585 0.382 -0.49 0.17 -0.77
H -1.201 -1.560 1.641 -0.03 -0.11 0.03
H 0.570 0.400 1.777 0.06 -0.23 0.40
H 1.743 -0.789 1.245 0.22 0.29 -0.19
H 0.931 0.013 -1.135 0.04 0.04 -0.23
H 2.425 -2.975 -1.280 0.09 -0.21 0.03
H 1.143 -3.986 -0.907 -0.02 -0.02 0.14
H -1.621 -2.293 -1.864 -0.23 -0.23 -0.28
C 3.111 1.607 -0.675 -0.03 0.00 0.05
C 4.426 2.286 -0.303 -0.01 0.01 -0.06
C 5.408 2.377 -1.469 0.03 -0.02 -0.02
C 5.859 1.028 -2.032 -0.05 -0.02 0.03
C 6.510 0.090 -1.015 0.08 0.02 -0.04
C 7.789 0.651 -0.402 -0.08 -0.05 0.04
H 3.272 0.568 -0.984 0.03 0.01 -0.02
H 2.427 1.602 0.175 -0.03 0.03 0.00
H 2.622 2.136 -1.497 0.01 -0.03 -0.03
H 4.883 1.760 0.538 0.02 0.00 0.00
H 4.211 3.296 0.051 -0.01 0.00 0.02
H 6.280 2.951 -1.149 0.02 -0.01 0.00
H 4.950 2.955 -2.277 -0.02 0.02 0.01
H 6.564 1.213 -2.846 0.02 -0.01 -0.01
H 5.005 0.518 -2.490 0.00 0.02 -0.02
H 6.742 -0.852 -1.517 -0.02 -0.02 0.02
H 5.800 -0.155 -0.218 -0.01 0.00 -0.01
H 8.525 0.871 -1.176 0.00 0.03 -0.01
H 8.237 -0.066 0.287 0.02 0.00 0.00
H 7.603 1.568 0.158 0.01 0.02 -0.01
C -4.414 -1.296 -0.493 -0.06 -0.09 -0.07
C -5.614 -0.358 -0.404 0.08 0.06 -0.05
C -5.361 0.858 0.485 0.00 0.01 0.03
C -5.059 0.533 1.949 0.03 -0.03 -0.01
C -6.139 -0.278 2.664 -0.03 0.08 0.05
C -7.484 0.439 2.741 0.03 -0.09 -0.01
H -4.159 -1.716 0.481 0.02 0.01 0.00
H -4.621 -2.130 -1.167 0.00 -0.01 0.00
H -3.538 -0.760 -0.874 0.02 0.04 0.04
H -6.484 -0.915 -0.049 -0.01 0.01 0.02
H -5.866 -0.008 -1.407 -0.02 -0.02 -0.01
H -6.225 1.523 0.429 -0.01 0.00 0.02
H -4.519 1.427 0.075 -0.01 0.00 -0.03
H -4.907 1.473 2.488 -0.01 0.00 0.01
H -4.108 -0.008 2.016 0.00 0.01 -0.01
H -5.795 -0.492 3.679 0.00 -0.03 0.00
H -6.269 -1.248 2.176 0.02 -0.01 0.00
H -7.385 1.397 3.255 0.00 0.02 -0.02
H -8.211 -0.159 3.290 -0.02 0.01 0.01
H -7.900 0.629 1.751 0.00 0.02 -0.01
```
Positions in Å, forces in eV/Å.

Mulliken atomic charge list, values in e, 2 entries:
1 N -0.163
2 C -0.108